No. 1
Entry from the Open Molecules 2025 dataset: a molecular structure, CH3BrO3P in a non-equilibrium geometry (the ωB97M-V functional and the def2-TZVPD basis).

Structure (XYZ):
```
9
CH3BrO3P | the Open Molecules 2025 dataset | the ωB97M-V functional and the def2-TZVPD basis
C 0.0387 0.2212 -0.1111
O 0.0556 3.0174 -1.0656
O 2.4203 1.2560 -0.6397
O 1.1492 2.1341 1.3086
P 1.0739 1.6982 -0.2478
Br 1.3365 3.9381 1.5408
H 0.1418 -0.5525 -0.9066
H 0.2894 -0.0733 0.8239
H -0.9149 0.6307 0.0466
```

Computed properties:
Net charge   -1
Frontier orbital gap   0.2644 Eh
Strongest force on any atom   7.482 eV/Å
Energy   -3181.02697 Eh
HOMO level   -4.1300 eV

No. 2
Entry from the Open Molecules 2025 dataset: C2H4S3 in the gas phase in a non-equilibrium geometry (the ωB97M-V functional and the def2-TZVPD basis).

Structure (XYZ):
```
9
C2H4S3 | the Open Molecules 2025 dataset | the ωB97M-V functional and the def2-TZVPD basis
C -0.2435 1.2114 -0.0027
C -0.0302 -0.3347 0.0279
S 1.7337 -0.7007 -0.1764
S -1.3191 -1.0885 -1.1342
S -0.8330 -1.4864 1.1205
H 0.3106 1.5910 0.8167
H -1.3810 1.1745 -0.0521
H 0.1037 1.4239 -1.0172
H 1.6589 -1.7905 0.4174
```

Computed properties:
Net charge   0
Frontier orbital gap   0.2766 Eh
Structure (SMILES)   CC1(S)SS1
Strongest force on any atom   4.108 eV/Å
Energy   -1273.09904 Eh
HOMO level   -8.9154 eV

No. 3
Entry from the Open Molecules 2025 dataset: a molecular structure, C47H75Br2F3N2O9 in a non-equilibrium geometry (the ωB97M-V functional and the def2-TZVPD basis).

Structure (XYZ):
```
138
C47H75Br2F3N2O9 | the Open Molecules 2025 dataset | the ωB97M-V functional and the def2-TZVPD basis
C 9.3321 4.2855 2.3890
C 8.7544 5.4932 2.4454
C 7.7240 5.8720 1.4693
O 7.5912 7.0527 1.1231
O 7.0384 4.8522 0.9366
C 6.3868 5.1875 -0.3031
C 5.8215 3.9476 -0.9590
C 5.1011 2.9327 -0.0615
C 3.8354 2.4246 -0.7869
C 3.6487 0.9095 -0.7735
C 3.3459 0.2867 0.5863
C 1.8909 0.2814 1.0142
C 1.4648 -0.1988 2.2104
C 2.3178 -0.7130 3.3130
C 2.1038 -0.0019 4.6815
C 3.3578 0.4030 5.3930
F 4.0101 -0.6552 5.9275
Br 2.7888 1.5255 6.9062
C 4.3523 1.2161 4.5135
F 3.6479 1.8946 3.5916
F 5.2057 0.3767 3.9066
Br 5.4036 2.5108 5.5029
C 0.0135 -0.2736 2.5010
O -0.3961 -0.3391 3.6586
C -0.9285 -0.3436 1.3614
C -2.2557 -0.9611 1.6270
C -3.1717 -0.1658 2.5664
C -4.1710 0.6764 1.7770
C -4.8099 1.7247 2.6882
C -6.1554 2.2201 2.2003
C -6.0666 3.1125 0.9499
C -6.2776 4.5652 1.2723
O -6.6551 5.2390 0.0803
C -6.3403 6.6060 0.1033
C -0.5077 0.1444 0.1775
C -1.3077 0.1410 -1.0742
C -0.4216 0.0262 -2.2802
O 0.5765 -0.6975 -2.2847
O -0.7589 0.7297 -3.3864
C 0.8288 0.7706 0.1015
O 0.9935 1.7063 -0.6935
H 8.7820 3.4692 1.9569
H 10.3431 4.1140 2.7121
H 9.0012 6.2268 3.1898
H 5.6221 5.9330 -0.1314
H 7.1505 5.6214 -0.9318
H 6.6522 3.4639 -1.4602
H 5.1465 4.2915 -1.7328
H 4.8416 3.3898 0.8826
H 5.7510 2.0870 0.1252
H 2.9419 2.9136 -0.4293
H 3.9548 2.7064 -1.8278
H 2.8629 0.6484 -1.4628
H 4.5858 0.5169 -1.1516
H 3.9889 0.6953 1.3505
H 3.6101 -0.7663 0.5184
H 2.0496 -1.7541 3.4500
H 3.3648 -0.7210 3.0566
H 1.6078 -0.7016 5.3362
H 1.4248 0.8249 4.5928
H -2.8084 -1.1543 0.7186
H -2.0650 -1.9308 2.0765
H -3.7510 -0.8748 3.1422
H -2.6322 0.4944 3.2245
H -4.9457 0.0575 1.3428
H -3.6109 1.2191 1.0191
H -4.9726 1.2328 3.6441
H -4.1082 2.5320 2.8681
H -6.8385 1.3923 2.0645
H -6.5789 2.8213 3.0003
H -6.8509 2.8351 0.2579
H -5.0911 2.9750 0.5049
H -7.0879 4.6786 1.9894
H -5.3821 5.0223 1.6882
H -5.2864 6.7715 -0.1129
H -6.9177 7.0964 -0.6673
H -6.5912 7.0687 1.0547
H -1.9468 -0.7322 -1.1121
H -1.9749 0.9918 -1.1316
H -1.6762 0.5684 -3.6202
C 6.2418 -4.4740 0.1612
C 5.4177 -4.5895 1.4623
C 5.6307 -5.9638 2.0926
C 4.9419 -7.0928 1.3264
C 3.4595 -6.7857 1.1140
C 3.2038 -5.4172 0.4841
N 3.9642 -4.3514 1.2047
O 3.3617 -4.0367 2.3014
C 3.5767 -5.4442 -1.0084
C 1.7165 -5.0975 0.5331
C 5.9445 -3.5035 2.3910
H 7.2527 -4.1414 0.3909
H 6.3455 -5.4178 -0.3700
H 5.8061 -3.7421 -0.5187
H 5.2511 -5.9521 3.1188
H 6.7032 -6.1570 2.1603
H 5.4362 -7.2647 0.3667
H 5.0423 -8.0230 1.8878
H 3.0044 -7.5525 0.4843
H 2.9494 -6.8349 2.0811
H 3.5262 -4.4422 -1.4354
H 2.8695 -6.0722 -1.5486
H 4.5645 -5.8513 -1.2071
H 1.3164 -5.1572 1.5431
H 1.1772 -5.8173 -0.0813
H 1.5177 -4.0984 0.1427
H 5.7903 -2.5130 1.9585
H 7.0133 -3.6491 2.5376
H 5.4698 -3.5287 3.3694
C -5.3985 1.3664 -5.3181
C -5.4167 0.3673 -4.1395
C -4.8277 -0.9673 -4.5916
C -5.7533 -1.7487 -5.5231
C -7.1416 -1.9126 -4.9024
C -7.7637 -0.5955 -4.4381
N -6.7972 0.1824 -3.6045
O -6.7515 -0.2953 -2.4061
C -8.2266 0.2262 -5.6540
C -9.0190 -0.8776 -3.6259
C -4.5471 0.9844 -3.0567
H -4.4363 1.8752 -5.3612
H -5.5346 0.8926 -6.2876
H -6.1639 2.1321 -5.1975
H -4.6133 -1.5834 -3.7119
H -3.8696 -0.7836 -5.0854
H -5.8268 -1.2553 -6.4955
H -5.3233 -2.7326 -5.7166
H -7.8166 -2.3867 -5.6171
H -7.0659 -2.5929 -4.0484
H -8.5474 1.2213 -5.3452
H -9.0765 -0.2671 -6.1238
H -7.4692 0.3354 -6.4257
H -8.8269 -1.5477 -2.7911
H -9.7596 -1.3512 -4.2690
H -9.4467 0.0450 -3.2334
H -4.9647 1.9339 -2.7192
H -3.5439 1.1886 -3.4282
H -4.4435 0.3292 -2.1926
```

Computed properties:
Net charge   0
Frontier orbital gap (alpha / beta)   0.2764 / 0.3093 Eh
Multiplicity   3
Strongest force on any atom   2.906 eV/Å
Energy   -8069.98441 Eh
<S²>   2.008
HOMO level (alpha / beta)   -8.5787 / -9.4741 eV

No. 4
Entry from the Open Molecules 2025 dataset: 2 unconnected molecules or ions with the total composition C4H8NO in a non-equilibrium geometry (the ωB97M-V functional and the def2-TZVPD basis).

Structure (XYZ):
```
14
C4H8NO | the Open Molecules 2025 dataset | the ωB97M-V functional and the def2-TZVPD basis
C 1.3971 -0.1745 0.3113
C 2.7062 0.6309 0.2342
C -1.5197 -1.4134 0.1756
C -1.1153 0.9866 -0.3264
N -0.7987 -0.3347 -0.4166
O 2.3628 -0.5816 -0.4126
H 2.7174 1.4555 -0.5115
H 3.3612 0.3584 1.1351
H -1.8666 -1.7246 -0.8075
H -2.2821 -1.0831 0.8954
H -0.9744 -2.3225 0.5221
H -2.2509 1.1959 -0.5495
H -0.4909 1.6691 -0.9805
H -1.2460 1.3381 0.7310
```

Computed properties:
Net charge   +1
Frontier orbital gap (alpha / beta)   0.2807 / 0.2703 Eh
Strongest force on any atom   3.293 eV/Å
Energy   -286.66899 Eh
HOMO level (alpha / beta)   -14.4804 / -14.4187 eV

No. 5
Entry from the Open Molecules 2025 dataset: a molecular structure, C40H43F21N7O12S6V in a non-equilibrium geometry (the ωB97M-V functional and the def2-TZVPD basis).

Structure (XYZ):
```
130
C40H43F21N7O12S6V | the Open Molecules 2025 dataset | the ωB97M-V functional and the def2-TZVPD basis
V -2.6585 1.6599 1.1681
C -3.1070 4.9776 -1.7358
F -3.4284 5.4610 -0.6240
F -3.8154 5.5590 -2.7031
F -1.7908 5.0879 -1.9597
S -3.7742 3.1338 -1.5969
O -4.8952 3.0255 -2.5380
O -2.5724 2.3639 -1.9616
N -4.0508 2.6925 0.1217
S -5.6136 3.0233 0.2375
O -5.9437 3.0281 1.6851
O -6.1281 4.1599 -0.5352
C -6.5018 1.4620 -0.4617
F -7.4300 1.8391 -1.3315
F -5.7670 0.5214 -1.1270
F -7.0008 0.8530 0.5690
C -2.1687 -2.2687 -0.0328
F -1.8953 -3.3698 -0.8505
F -3.4645 -2.3793 0.2674
F -1.4223 -2.3826 1.1332
S -1.8127 -0.6973 -0.8776
O -0.8869 -0.9573 -1.9176
O -3.1468 -0.2400 -1.3289
N -1.2585 0.4381 0.3693
S 0.2990 0.1701 0.4881
O 0.7095 0.7813 1.7712
O 0.8124 -1.1762 0.2648
C 1.0380 1.2979 -0.9742
F 0.0466 2.0089 -1.5383
F 1.9598 2.1636 -0.4710
F 1.7104 0.5063 -1.8571
C -4.8449 2.5304 4.5957
F -5.1699 1.4921 3.8458
F -5.7956 3.4739 4.5270
F -4.6927 2.2112 5.9064
S -3.1530 3.2961 4.0104
O -3.6572 4.2424 3.0700
O -2.4293 3.8480 5.1755
N -2.4332 1.9961 3.1337
S -1.6485 1.1455 4.3023
O -2.4376 0.9545 5.5142
O -1.2057 -0.1018 3.6909
C 0.0194 2.1682 4.8484
F 0.1920 3.0682 3.8961
F -0.0809 2.7263 5.9992
F 1.1099 1.3766 4.8922
C 2.2947 -2.2183 -3.1253
C 2.2257 -3.4167 -4.1211
C 1.1567 -3.1214 -5.2296
C 1.6869 -2.1764 -6.1477
N 2.0934 -1.4443 -6.8860
H 2.7046 -2.3587 -2.1251
H 1.3479 -1.6804 -3.0755
H 2.8829 -1.4639 -3.6480
H 2.0503 -4.3799 -3.6420
H 3.1666 -3.4970 -4.6656
H 0.2903 -2.6583 -4.7573
H 0.8174 -4.0669 -5.6529
C 4.3277 -1.8103 1.4505
C 4.8224 -2.6056 2.7316
C 6.3760 -2.7005 2.8984
C 6.8225 -1.2738 2.9418
N 7.1486 -0.1686 2.9846
H 3.2728 -1.8721 1.1831
H 4.9468 -2.1185 0.6079
H 4.4706 -0.7473 1.6445
H 4.3848 -3.5979 2.6222
H 4.3965 -2.1033 3.6001
H 6.7829 -3.1735 2.0047
H 6.4738 -3.2519 3.8335
C -4.7949 -1.5934 5.5190
C -4.7507 -2.4706 4.1555
C -5.5673 -1.9348 2.8343
C -4.7993 -0.8665 2.0988
N -4.1259 -0.0162 1.6497
H -4.5297 -0.5739 5.2392
H -4.0914 -1.8945 6.2953
H -5.7859 -1.4980 5.9628
H -5.0416 -3.4608 4.5060
H -3.7127 -2.5619 3.8357
H -6.4511 -1.3617 3.1147
H -5.7327 -2.7363 2.1144
C -0.8925 3.3156 -6.5581
C -0.1493 2.1021 -6.1103
C 0.1964 1.9483 -4.5916
C 0.9002 3.1691 -4.0182
N 1.3398 4.1243 -3.5269
H -1.9031 3.4602 -6.1763
H -1.0041 3.2435 -7.6400
H -0.4000 4.2501 -6.2894
H 0.8246 2.0804 -6.5993
H -0.5099 1.1270 -6.4378
H 0.9292 1.1418 -4.5656
H -0.6753 1.6994 -3.9864
F 5.4028 -1.0804 -2.2096
C 5.3714 0.2966 -2.0738
C 4.5237 1.1867 -2.7913
C 4.4391 2.5646 -2.5629
C 5.3508 3.0953 -1.7054
C 6.3465 2.2809 -1.1137
C 6.3608 0.8620 -1.2971
H 3.7122 0.8374 -3.4126
H 3.5872 3.0481 -3.0177
H 5.1974 4.1281 -1.4294
H 7.0415 2.8464 -0.5108
H 7.2051 0.3370 -0.8753
F 2.8954 5.7496 3.5932
C 3.3074 4.4421 3.6681
C 3.3326 3.6820 2.6182
C 3.6109 2.3081 2.7142
C 3.8921 1.7317 3.9502
C 3.9046 2.5748 5.0345
C 3.6361 3.9573 4.9419
H 3.0564 4.1958 1.7093
H 3.3632 1.7443 1.8270
H 4.0902 0.6738 4.0404
H 4.2266 2.1928 5.9920
H 3.8108 4.6598 5.7434
F -0.4077 -4.8028 -2.9167
C -0.7867 -6.0699 -2.6567
C 0.0290 -6.8113 -1.7598
C -0.3817 -8.1246 -1.4230
C -1.4693 -8.6602 -2.0871
C -2.3025 -7.9316 -2.9001
C -1.8959 -6.6378 -3.2583
H 0.8750 -6.2784 -1.3515
H 0.1511 -8.7550 -0.7265
H -1.7289 -9.7030 -1.9803
H -3.1945 -8.4424 -3.2316
H -2.5832 -6.0559 -3.8544
```

Computed properties:
Net charge   0
Frontier orbital gap (alpha / beta)   0.1857 / 0.2215 Eh
Multiplicity   3
Strongest force on any atom   6.802 eV/Å
Energy   -8266.15919 Eh
<S²>   2.013
HOMO level (alpha / beta)   -8.9586 / -8.9586 eV